# 1
17
Properties=species:S:1:pos:R:3:nbo_charge:R:1 method="wB97M-V/def2-TZVPD" total_energy_ev=-8426.3454 total_charge=0 homo_energy_ev=-8.3219
C -1.404 0.180 -1.084 -0.61
C -0.748 -0.474 0.121 -0.18
C 0.472 -1.403 -0.115 -0.44
C 1.198 -0.703 1.036 0.10
O 2.028 0.389 0.565 -0.47
C 1.126 1.342 0.806 0.30
C 0.060 0.315 1.217 -0.41
H -2.145 0.930 -0.789 0.22
H -1.920 -0.589 -1.673 0.21
H -0.673 0.664 -1.738 0.22
H -1.514 -1.030 0.673 0.21
H 0.281 -2.467 0.045 0.22
H 0.978 -1.268 -1.076 0.23
H 1.700 -1.260 1.825 0.20
H 0.333 2.515 -1.372 -0.05
H 0.679 2.511 -0.699 0.03
H -0.470 0.548 2.141 0.23

***

# 2
17
Properties=species:S:1:pos:R:3:nbo_charge:R:1 method="wB97M-V/def2-TZVPD" total_energy_ev=-8425.9748 total_charge=0 homo_energy_ev=-7.2764
C -1.787 -0.003 1.389 -0.43
C -1.629 1.247 0.554 -0.45
C -1.010 -0.026 0.124 0.07
C 0.813 -1.617 -0.436 -0.24
C 1.925 -0.784 -1.103 -0.52
C 1.283 0.517 -0.669 -0.04
O 0.391 -0.111 0.325 -0.43
H -1.211 -0.082 2.305 0.23
H -2.752 -0.501 1.402 0.22
H -2.475 1.614 -0.017 0.22
H -0.920 1.988 0.905 0.22
H -1.349 -0.619 -0.721 0.24
H 1.193 -2.116 0.468 0.13
H 2.938 -0.898 -0.701 0.18
H 1.950 -0.870 -2.193 0.20
H 1.954 1.246 -0.197 0.20
H 0.684 1.016 -1.433 0.19